(1)
C7H6 in the gas phase in a non-equilibrium geometry, computed with ωB97M-V/def2-TZVPD.

Properties
* charge: 0
* E_LUMO: -0.05 eV
* energy relative to the best compared isomer or geometry (same formula, charge and spin): 315.4 kJ/mol
* SMILES: C=C=C=CC#CC
* strongest force on any atom: 2.02 eV Å⁻¹
* frontier orbital gap: 8.298 eV

Each line ends with the Mulliken charge.
Positions of all 13 atoms, in Å:
C  1.967  0.257  -0.073  0.10
C  1.667  -0.989  -0.016  0.34
C  1.638  1.562  -0.077  -0.70
C  0.208  1.593  -0.105  0.18
C  1.085  -2.140  0.205  -0.77
C  -0.813  1.001  -0.001  0.36
C  -2.110  0.416  -0.056  -1.26
H  2.078  2.503  -0.304  0.40
H  1.518  -3.108  0.418  0.28
H  0.046  -2.084  0.176  0.16
H  -1.974  -0.549  0.364  0.27
H  -2.535  0.529  -1.023  0.31
H  -2.776  1.010  0.491  0.34


(2)
C4H9NO3 in the gas phase, computed with ωB97M-V/def2-TZVPD.

Properties
* charge: 0
* E_LUMO: 0.71 eV
* energy relative to the best compared isomer or geometry (same formula, charge and spin): 321.1 kJ/mol
* SMILES: C=C(O)N(O)[C@@H](C)O
* strongest force on any atom: 0.73 eV Å⁻¹
* frontier orbital gap: 9.044 eV

Each line ends with the Mulliken charge.
Positions of all 17 atoms, in Å:
C  0.188  0.086  1.146  0.40
C  1.553  -0.503  0.855  -1.72
N  -0.856  -0.359  0.236  0.16
C  -0.739  -0.160  -1.167  0.51
C  0.176  -0.763  -1.918  -0.95
O  -2.089  0.147  0.724  -0.57
O  0.216  1.504  1.197  -0.57
O  -1.678  0.634  -1.737  -0.51
H  -1.925  1.049  1.057  0.35
H  0.975  1.835  0.682  0.33
H  -2.412  0.715  -1.103  0.39
H  -0.158  -0.240  2.137  0.33
H  2.219  -0.266  1.683  0.39
H  1.966  -0.096  -0.064  0.48
H  1.472  -1.584  0.772  0.36
H  0.914  -1.428  -1.524  0.33
H  0.177  -0.570  -2.975  0.28


(3)
2 unconnected molecules or ions with the total composition C7H10NS in a non-equilibrium geometry, computed with ωB97M-V/def2-TZVPD.

Properties
* charge: +1
* E_LUMO (alpha / beta): -5.24 / -5.24 eV
* energy relative to the best compared isomer or geometry (same formula, charge and spin): 41.6 kJ/mol
* strongest force on any atom: 1.85 eV Å⁻¹
* frontier orbital gap (alpha / beta): 7.541 / 7.539 eV

Each line ends with the Mulliken charge.
Positions of all 19 atoms, in Å:
C  1.673  1.666  -0.037  -0.45
C  1.698  0.202  -0.257  -0.60
C  0.716  2.078  0.792  -0.36
C  0.632  -0.389  0.588  0.66
C  0.834  -2.735  -0.086  -0.82
C  0.346  -1.777  0.713  -0.19
C  -3.079  0.321  -0.613  -0.24
N  -2.173  1.111  -0.258  -0.34
S  -0.265  0.761  1.404  0.07
H  2.384  2.316  -0.516  0.43
H  1.530  -0.033  -1.314  0.36
H  0.505  3.078  1.119  0.51
H  0.551  -3.765  0.042  0.29
H  1.502  -2.525  -0.905  0.25
H  -3.886  0.574  -1.298  0.25
H  -3.079  -0.680  -0.197  0.22
H  -0.363  -2.041  1.489  0.35
H  -2.206  2.052  -0.650  0.21
H  2.678  -0.216  -0.014  0.40


(4)
2 unconnected molecules or ions with the total composition C6H12O2 in a non-equilibrium geometry, computed with ωB97M-V/def2-TZVPD.

Properties
* charge: 0
* E_LUMO: 0.79 eV
* energy relative to the best compared isomer or geometry (same formula, charge and spin): 279.6 kJ/mol
* SMILES: C=C(C)CC.O=CO
* strongest force on any atom: 4.54 eV Å⁻¹
* frontier orbital gap: 9.991 eV

Each line ends with the Mulliken charge.
Positions of all 20 atoms, in Å:
C  -0.454  -0.982  -0.235  -0.53
C  -0.980  -0.975  -1.653  -1.27
C  -1.178  1.388  0.676  0.20
O  -1.392  1.074  1.985  -0.41
O  -2.054  1.706  -0.105  -0.55
H  -2.325  0.795  2.023  0.34
H  -1.268  -1.011  0.492  0.37
H  0.047  -1.930  -0.021  0.47
H  -1.218  0.028  -2.017  0.28
H  -1.894  -1.575  -1.719  0.35
H  -0.235  -1.376  -2.346  0.35
C  1.578  -0.213  1.329  -1.35
C  0.902  0.115  0.025  0.51
C  1.574  0.567  -1.044  -0.83
H  -0.075  1.664  0.570  0.43
H  2.181  -1.119  1.236  0.37
H  0.839  -0.375  2.115  0.32
H  2.228  0.610  1.639  0.40
H  1.092  0.820  -1.980  0.29
H  2.633  0.788  -0.969  0.26


(5)
A molecular structure, C27H58O3P2PtSSi in a non-equilibrium geometry, computed with ωB97M-V/def2-TZVPD.

Properties
* charge: +2
* spin multiplicity: 5
* E_LUMO (alpha / beta): -5.27 / -7.94 eV
* energy relative to the best compared isomer or geometry (same formula, charge and spin): 134.9 kJ/mol
* strongest force on any atom: 6.58 eV Å⁻¹
* expectation value of S²: 6.0135
* frontier orbital gap (alpha / beta): 5.398 / 6.361 eV

Each line ends with the Mulliken charge.
Positions of all 93 atoms, in Å:
P  0.573  -3.476  -3.110  1.27
P  0.000  3.705  -0.217  0.94
C  1.126  1.840  -1.370  -0.72
C  1.042  3.305  -1.642  -0.61
H  0.497  1.172  -1.968  -0.16
H  2.114  1.434  -1.123  0.56
H  2.004  3.824  -1.528  0.41
H  0.537  3.573  -2.585  0.42
C  -1.656  3.950  -0.812  -1.34
H  -2.324  4.201  0.024  0.41
H  -2.026  3.063  -1.350  0.27
H  -1.616  4.808  -1.504  0.49
C  0.642  5.119  0.631  -1.50
H  0.775  5.909  -0.123  0.55
H  1.609  4.903  1.102  0.41
H  -0.093  5.454  1.372  0.41
C  -0.680  -4.757  -3.250  -1.20
H  -0.703  -5.327  -2.310  0.43
H  -0.426  -5.433  -4.080  0.41
H  -1.666  -4.305  -3.432  0.31
C  2.202  -4.115  -3.524  -1.19
H  2.906  -3.293  -3.719  0.40
H  2.128  -4.754  -4.416  0.42
H  2.568  -4.717  -2.680  0.40
Pt  -1.194  0.950  -4.217  0.65
C  -0.065  0.926  -5.818  -0.37
C  -1.480  0.592  -6.114  -0.71
C  -1.994  -0.842  -6.292  -0.75
C  -2.406  -1.459  -4.930  -1.02
C  -1.390  -1.016  -3.837  -0.81
C  -0.055  -1.673  -4.154  0.25
C  1.146  -0.823  -4.402  -0.66
C  1.045  -0.123  -5.802  -1.02
C  0.565  -2.821  -1.426  -1.36
H  0.255  1.929  -6.140  0.58
H  -2.044  1.380  -6.636  0.57
H  -1.272  -1.468  -6.834  0.30
H  -2.892  -0.777  -6.922  0.44
H  -3.410  -1.117  -4.654  0.44
H  -2.437  -2.552  -4.993  0.25
H  -1.750  -1.218  -2.808  0.49
H  -0.194  -2.345  -5.011  0.31
H  2.048  -1.449  -4.397  0.34
H  1.258  -0.056  -3.622  -0.03
H  1.995  0.399  -5.991  0.47
H  0.922  -0.861  -6.613  0.36
H  1.490  -2.260  -1.230  0.40
H  0.486  -3.658  -0.715  0.52
H  -0.293  -2.144  -1.295  0.27
C  1.053  4.301  4.065  -1.54
C  1.299  2.810  4.224  1.75
C  2.461  2.328  3.367  -1.02
C  1.552  2.533  5.697  -1.77
O  0.042  2.127  3.832  0.29
Si  -0.236  1.048  2.635  -0.75
S  0.224  1.751  0.651  0.64
O  0.738  -0.266  2.838  -0.16
C  0.652  -1.370  3.799  1.80
C  1.311  -2.564  3.121  -1.80
C  1.413  -0.997  5.061  -1.67
C  -0.788  -1.704  4.157  -1.41
O  -1.786  0.536  2.665  0.25
C  -3.101  1.152  2.845  1.60
C  -3.489  1.871  1.562  -1.28
C  -4.064  0.001  3.103  -1.78
C  -3.075  2.105  4.032  -1.59
H  1.974  4.854  4.304  0.47
H  0.270  4.629  4.762  0.39
H  0.750  4.556  3.044  -0.09
H  3.363  2.890  3.654  0.59
H  2.661  1.261  3.533  -0.01
H  2.277  2.493  2.296  0.09
H  0.657  2.759  6.292  0.32
H  1.857  1.495  5.872  0.30
H  2.369  3.180  6.050  0.44
H  2.347  -2.333  2.845  0.40
H  1.321  -3.421  3.809  0.40
H  0.759  -2.855  2.220  0.31
H  0.883  -0.215  5.618  0.24
H  1.482  -1.878  5.717  0.51
H  2.435  -0.670  4.826  0.35
H  -1.280  -0.881  4.694  0.20
H  -1.371  -1.976  3.269  0.30
H  -0.790  -2.573  4.834  0.55
H  -3.451  1.183  0.707  0.31
H  -4.516  2.252  1.656  0.51
H  -2.824  2.721  1.370  -0.09
H  -3.797  -0.542  4.019  0.37
H  -5.080  0.398  3.224  0.46
H  -4.070  -0.702  2.261  0.34
H  -2.753  1.582  4.942  0.32
H  -2.416  2.964  3.854  0.25
H  -4.093  2.489  4.201  0.53


(6)
2 unconnected molecules or ions with the total composition C3N2O2 in a non-equilibrium geometry, computed with ωB97M-V/def2-TZVPD.

Properties
* charge: 0
* E_LUMO: 0.08 eV
* energy relative to the best compared isomer or geometry (same formula, charge and spin): 78.3 kJ/mol
* strongest force on any atom: 2.67 eV Å⁻¹
* frontier orbital gap: 11.480 eV

Each line ends with the Mulliken charge.
Positions of all 7 atoms, in Å:
C  0.383  0.086  -0.826  0.44
C  1.551  1.097  1.968  0.10
C  -1.569  -1.326  -0.496  0.62
N  1.418  0.509  -1.024  -0.38
N  -0.774  -0.469  -0.810  -0.27
O  1.471  2.163  1.586  -0.12
O  -2.480  -2.062  -0.397  -0.38


What did the second record say?
C4H9NO3 in the gas phase, computed with ωB97M-V/def2-TZVPD.

Properties
* charge: 0
* E_LUMO: 0.71 eV
* energy relative to the best compared isomer or geometry (same formula, charge and spin): 321.1 kJ/mol
* SMILES: C=C(O)N(O)[C@@H](C)O
* strongest force on any atom: 0.73 eV Å⁻¹
* frontier orbital gap: 9.044 eV

Each line ends with the Mulliken charge.
Positions of all 17 atoms, in Å:
C  0.188  0.086  1.146  0.40
C  1.553  -0.503  0.855  -1.72
N  -0.856  -0.359  0.236  0.16
C  -0.739  -0.160  -1.167  0.51
C  0.176  -0.763  -1.918  -0.95
O  -2.089  0.147  0.724  -0.57
O  0.216  1.504  1.197  -0.57
O  -1.678  0.634  -1.737  -0.51
H  -1.925  1.049  1.057  0.35
H  0.975  1.835  0.682  0.33
H  -2.412  0.715  -1.103  0.39
H  -0.158  -0.240  2.137  0.33
H  2.219  -0.266  1.683  0.39
H  1.966  -0.096  -0.064  0.48
H  1.472  -1.584  0.772  0.36
H  0.914  -1.428  -1.524  0.33
H  0.177  -0.570  -2.975  0.28


- Which value of charge does entry 3 give?
  +1


Repeat the sixth record exactly.
2 unconnected molecules or ions with the total composition C3N2O2 in a non-equilibrium geometry, computed with ωB97M-V/def2-TZVPD.

Properties
* charge: 0
* E_LUMO: 0.08 eV
* energy relative to the best compared isomer or geometry (same formula, charge and spin): 78.3 kJ/mol
* strongest force on any atom: 2.67 eV Å⁻¹
* frontier orbital gap: 11.480 eV

Each line ends with the Mulliken charge.
Positions of all 7 atoms, in Å:
C  0.383  0.086  -0.826  0.44
C  1.551  1.097  1.968  0.10
C  -1.569  -1.326  -0.496  0.62
N  1.418  0.509  -1.024  -0.38
N  -0.774  -0.469  -0.810  -0.27
O  1.471  2.163  1.586  -0.12
O  -2.480  -2.062  -0.397  -0.38